# 1
{"formula": "C4H4FN2PS", "method": "ωB97M-V/def2-TZVPD", "homo_ev": -9.864, "orbital_gap_ev": 10.00, "smiles": "N#C[C@H](F)[C@@H](C#N)[PH2]=S", "total_charge": 0, "e_lumo_ha": 0.005, "species": ["N", "C", "C", "F", "C", "C", "N", "P", "S", "H", "H", "H", "H"], "coordinates": [[2.95, -1.31, 1.00], [2.15, -0.85, 0.31], [1.08, -0.33, -0.54], [1.58, 0.56, -1.44], [-0.04, 0.33, 0.33], [-0.06, 1.77, 0.16], [-0.11, 2.90, -0.02], [-1.75, -0.35, 0.01], [-2.89, -0.52, 1.55], [0.67, -1.17, -1.11], [0.14, 0.10, 1.39], [-1.44, -1.54, -0.67], [-2.20, 0.50, -1.01]]}

***

# 2
{"formula": "C4H4FNO3", "method": "ωB97M-V/def2-TZVPD", "homo_ev": -9.219, "orbital_gap_ev": 8.98, "smiles": "O=N[C@H]1C[C@@H]1F.O=C=O", "total_charge": 0, "e_lumo_ha": -0.009, "species": ["O", "N", "C", "C", "C", "F", "H", "H", "H", "H", "O", "C", "O"], "coordinates": [[-1.95, 0.81, 1.00], [-0.76, 1.00, 1.21], [0.12, 0.00, 0.86], [-0.39, -1.49, 0.81], [-0.10, -0.93, -0.48], [1.08, -1.17, -1.06], [1.09, 0.05, 0.93], [0.13, -2.30, 1.22], [-1.46, -1.47, 1.04], [-0.89, -0.69, -1.27], [0.00, 2.03, -1.96], [1.06, 2.04, -1.44], [2.06, 2.12, -0.87]]}

***

# 3
{"formula": "C4H4FNS", "method": "ωB97M-V/def2-TZVPD", "homo_ev": -8.429, "orbital_gap_ev": 8.56, "smiles": "FC1=CNC(=S)C1", "total_charge": 0, "e_lumo_ha": 0.005, "species": ["F", "C", "C", "N", "C", "S", "C", "H", "H", "H", "H"], "coordinates": [[-0.06, 0.82, 2.41], [-0.02, 0.58, 1.07], [1.15, 0.12, 0.58], [1.02, -0.35, -0.74], [-0.27, -0.47, -1.04], [-0.87, -1.00, -2.52], [-1.08, 0.10, 0.11], [2.05, 0.43, 1.27], [1.79, -0.26, -1.42], [-1.65, -0.67, 0.46], [-2.06, 0.70, -0.17]]}

***

# 4
{"formula": "C4H4FO3", "method": "ωB97M-V/def2-TZVPD", "homo_ev": -2.991, "orbital_gap_ev": 7.03, "smiles": "C/C(F)=C(/[O-])OC=O", "total_charge": -1, "e_lumo_ha": 0.148, "species": ["C", "C", "F", "C", "O", "O", "C", "O", "H", "H", "H", "H"], "coordinates": [[0.74, -0.28, 1.27], [-0.33, -0.89, 0.44], [-0.50, -2.30, 0.80], [-1.22, -0.50, -0.46], [-2.13, -0.99, -1.15], [-0.99, 0.98, -0.81], [0.16, 1.35, -1.33], [1.00, 0.76, -2.02], [0.34, 0.48, 1.94], [1.17, -1.27, 1.69], [1.57, 0.24, 0.79], [0.17, 2.42, -1.15]]}

***

# 5
{"formula": "C4H4GdLiO5", "method": "ωB97M-V/def2-TZVPD", "homo_ev": [-10.215, -12.992], "orbital_gap_ev": [6.94, 4.51], "spin_multiplicity": 9, "total_charge": 1, "e_lumo_ha": [-0.120, -0.312], "species": ["O", "O", "C", "C", "O", "C", "H", "H", "H", "H", "O", "O", "C", "Gd", "Li"], "coordinates": [[-0.56, 2.27, -0.01], [-0.03, 0.27, 0.76], [0.88, -1.01, -0.21], [2.39, -0.91, -0.08], [2.83, 0.41, -0.24], [-0.97, 1.09, 0.29], [0.46, -1.87, 0.33], [0.52, -0.76, -1.21], [2.84, -1.57, -0.86], [2.70, -1.33, 0.90], [-2.63, -0.61, 0.30], [-3.26, 1.45, -0.23], [-2.36, 0.61, 0.09], [1.67, 2.02, 0.25], [-4.48, -0.08, -0.09]]}

***

# 6
{"formula": "C4H4HgO6", "method": "ωB97M-V/def2-TZVPD", "homo_ev": [-15.186, -15.130], "orbital_gap_ev": [7.85, 7.76], "spin_multiplicity": 2, "total_charge": 1, "e_lumo_ha": [-0.270, -0.271], "species": ["O", "C", "O", "O", "Hg", "O", "C", "C", "O", "O", "C", "H", "H", "H", "H"], "coordinates": [[1.64, 0.22, 1.24], [1.81, 0.77, 0.07], [2.09, 0.09, -0.92], [0.98, 1.78, -0.05], [1.26, -1.45, -1.70], [-2.34, -0.45, -1.95], [-1.43, -1.28, -1.80], [0.29, 0.21, 1.76], [-1.19, -2.10, -2.74], [-0.45, -1.04, -0.94], [-0.54, 0.91, 0.69], [0.31, 0.75, 2.71], [0.02, -0.84, 1.92], [-0.89, 1.90, 1.02], [-1.57, 0.53, 0.68]]}

***

# 7
{"formula": "C4H4I2", "method": "ωB97M-V/def2-TZVPD", "homo_ev": [-7.295, -8.396], "orbital_gap_ev": [7.06, 8.09], "total_charge": 0, "e_lumo_ha": [-0.009, -0.011], "species": ["C", "C", "C", "C", "I", "I", "H", "H", "H", "H"], "coordinates": [[0.82, -0.43, -1.41], [1.62, -0.84, -0.43], [0.70, 0.28, -0.21], [-2.04, 0.37, 1.00], [3.13, -2.13, 0.28], [1.23, 2.28, 0.29], [0.60, -0.52, -2.39], [-1.91, -0.57, 1.52], [-2.39, 0.11, -0.02], [-1.75, 1.44, 1.34]]}

***

# 8
{"formula": "C4H4I2NO3", "method": "ωB97M-V/def2-TZVPD", "homo_ev": -4.562, "orbital_gap_ev": 6.95, "total_charge": -1, "e_lumo_ha": 0.088, "species": ["C", "C", "C", "C", "N", "O", "O", "O", "I", "I", "H", "H", "H", "H"], "coordinates": [[1.86, 0.58, -1.11], [0.40, -0.96, 0.21], [0.28, 0.44, -0.53], [-1.22, 0.86, 1.11], [-0.74, -1.18, 1.04], [2.70, 0.18, -0.28], [1.85, 0.78, -2.32], [-0.04, 1.23, 0.63], [-3.12, 1.11, 0.01], [-2.27, -2.29, 0.29], [0.62, -1.69, -0.58], [1.29, -0.91, 0.89], [-0.29, 0.44, -1.43], [-1.33, 1.40, 2.08]]}

***

# 9
{"formula": "C4H4LiLuO2", "method": "ωB97M-V/def2-TZVPD", "homo_ev": [-17.009, -15.628], "orbital_gap_ev": [7.34, 5.52], "total_charge": 2, "e_lumo_ha": [-0.355, -0.371], "species": ["H", "C", "C", "C", "C", "O", "O", "H", "H", "H", "Lu", "Li"], "coordinates": [[-0.10, -1.26, 2.68], [-0.42, 0.96, -1.00], [0.62, 1.66, -0.16], [0.04, 0.39, 0.35], [0.05, -0.74, 0.97], [-0.17, -1.96, 0.75], [-0.10, 0.31, -2.14], [-1.43, 1.40, -0.95], [0.33, 2.58, 0.34], [1.65, 1.61, -0.51], [-0.06, -1.72, -2.47], [-0.39, -3.23, 2.13]]}

***

# 10
{"formula": "C4H4N2", "method": "ωB97M-V/def2-TZVPD", "homo_ev": -9.373, "orbital_gap_ev": 9.14, "total_charge": 0, "e_lumo_ha": -0.009, "species": ["C", "C", "N", "C", "N", "C", "H", "H", "H", "H"], "coordinates": [[-1.30, -0.02, -0.03], [-0.44, 1.06, -0.13], [0.90, 1.07, 0.05], [1.44, -0.12, 0.03], [0.79, -1.31, -0.10], [-0.52, -1.29, 0.00], [-1.56, 1.08, 0.65], [-0.88, 2.00, -0.44], [2.53, -0.15, 0.05], [-0.97, -2.29, -0.08]]}

***

| no. | E (Eh) |
| --- | --- |
| 1 | -1103.6921 |
| 2 | -535.0505 |
| 3 | -707.5561 |
| 4 | -480.4105 |
| 5 | -1303.7895 |
| 6 | -759.0879 |
| 7 | -749.9545 |
| 8 | -1030.6293 |
| 9 | -1547.5161 |
| 10 | -264.1758 |